No. 1
A molecular structure, C60H38ClN6OPb at a distorted geometry. Source: the OMol25 dataset; level of theory: the ωB97M-V functional and the def2-TZVPD basis.

Properties
**E**: -3365.85180 Eh
**Highest occupied orbital energy (spin up / spin down)**: -9.578 / -9.579 eV
**Total charge**: +1
**LUMO (spin up / spin down)**: -3.953 / -3.952 eV

Each line ends with the Mulliken charge.
Cartesian coordinates (Å):
C 10.2505 7.7682 14.8345  -0.083
C 16.5441 8.5067 10.2875  -0.247
N 13.1676 10.4212 12.7565  -0.132
H 15.0405 15.9556 16.9513  0.705
N 12.7940 12.7533 10.4287  0.300
H 10.0141 10.0258 7.9016  0.413
C 17.1121 17.8282 11.3013  -0.884
C 16.9519 7.5044 9.4286  -0.868
H 17.1370 8.6978 11.1646  0.478
H 18.9598 14.6070 12.4315  0.508
C 12.4146 11.5437 7.9785  -0.876
H 8.6810 10.6368 14.1237  0.650
H 11.2610 7.4053 14.9399  0.544
C 8.7896 9.6032 14.3805  -0.096
H 16.6118 6.4709 7.5962  0.453
C 16.6362 11.8323 10.4140  -1.238
H 11.0057 7.9832 12.2664  0.681
H 12.3659 11.0152 7.0498  0.509
C 12.8052 15.6185 20.3976  -0.506
C 13.6176 13.0210 9.4471  -0.387
C 17.0103 13.0406 10.8269  -1.567
C 14.9012 10.1591 11.0593  1.289
C 15.5815 11.3405 11.2514  0.291
H 16.5513 16.5110 14.7213  0.519
C 15.8521 15.6875 14.9436  -1.597
C 9.6348 11.1057 11.1123  0.040
C 18.5037 17.7424 11.2115  -0.476
N 15.3287 12.2763 12.2115  -0.242
C 13.7012 9.7665 11.6858  0.475
C 11.7171 11.9210 10.1901  0.254
C 15.1865 15.3703 16.0845  -1.021
C 16.1853 13.3237 11.9832  0.864
H 11.8275 17.5226 15.7709  0.414
C 18.4081 15.5120 12.1452  -0.035
C 14.4717 14.1726 15.7980  0.351
C 9.7335 15.1423 14.5913  -0.786
H 12.6728 16.0958 21.3631  0.396
H 11.2697 15.1020 17.4426  0.752
C 13.9958 14.9252 20.1779  -0.874
H 14.5346 7.6921 7.1250  0.446
N 11.0872 12.5497 12.4199  1.243
C 11.3735 12.2902 17.0730  -1.325
C 11.9833 14.9495 13.6105  0.740
H 6.9758 6.7999 14.9516  0.393
C 13.2385 14.3934 17.9105  -0.269
H 13.0136 7.9411 10.5626  0.641
H 9.2572 5.9001 15.2390  0.451
H 13.7676 9.4499 8.7398  0.572
C 16.3858 16.7406 11.7641  -0.091
H 8.6889 14.8472 14.6250  0.544
H 14.1414 12.5875 7.3747  0.424
C 11.2371 10.0202 14.2758  1.035
H 14.4684 13.6496 9.6757  0.742
H 19.1043 18.5359 10.7750  0.397
H 9.9187 10.6787 16.7721  0.650
O 12.9407 14.4810 12.8240  -0.812
C 10.1432 16.2649 15.2915  -0.271
H 8.9336 10.9777 11.9164  0.347
N 12.5097 11.9449 15.1151  0.064
C 19.1373 16.5858 11.6431  -0.821
H 16.5973 18.7077 10.9641  0.444
H 9.1973 13.4085 12.5050  0.518
H 10.8768 16.1601 19.5921  0.396
N 14.8239 13.6882 14.6003  -0.185
C 12.8802 8.6371 11.3786  -1.506
C 11.8484 15.6819 19.3954  -1.239
Pb 13.4466 12.4953 13.1590  1.913
H 11.1829 12.7017 18.0574  0.728
C 11.4186 11.3002 8.9662  0.825
C 11.8424 8.6499 12.2565  -1.350
C 16.2617 7.2071 8.2719  -0.587
C 16.2702 14.4624 12.7778  1.058
C 15.6759 14.5889 14.0542  0.468
C 11.4461 16.6999 15.2066  -0.609
C 17.0511 15.5949 12.2124  -0.978
C 10.7467 11.2693 16.4104  -1.555
C 9.3442 10.4243 9.8986  -1.308
C 13.4224 13.6974 16.6118  1.251
H 6.6988 9.1590 14.3780  0.451
H 20.1881 16.5092 11.5708  0.440
C 10.2297 13.3806 12.8966  -0.340
C 14.6780 8.8878 8.9020  -0.085
H 8.4681 9.8029 9.8234  0.475
H 13.3250 16.4534 14.2398  0.527
C 12.2989 16.0980 14.3272  -0.045
C 13.4398 12.4115 8.1874  -0.921
H 17.7885 13.6941 10.4527  0.655
C 15.0859 7.9267 8.0139  -1.100
C 10.0879 9.1132 14.4981  -0.100
C 12.4787 12.7083 16.2692  0.277
H 15.1033 13.7404 18.7797  0.452
C 7.8498 7.4452 14.8739  -0.482
C 14.1935 14.3136 18.9254  -0.107
C 7.6789 8.7763 14.5452  -1.022
Cl 9.1102 17.0310 16.5553  -0.187
H 14.7495 14.8507 20.9334  0.451
H 17.8814 6.9810 9.6087  0.378
C 10.2264 10.5360 8.8527  -0.917
C 10.7801 11.8085 11.2595  -0.712
C 12.0645 15.0803 18.1727  -0.028
C 15.4167 9.2040 10.0335  0.076
H 15.3064 16.7804 11.7574  0.535
C 9.1401 6.9357 14.9970  -0.886
C 11.4825 11.0621 15.2165  0.435
C 10.6536 14.4559 13.7791  -0.299
C 12.0434 9.7438 13.1725  0.160
H 17.0526 11.2435 9.5898  0.561

***

No. 2
10 unconnected molecules or ions with the total composition C60H40O40 at a distorted geometry. Source: the OMol25 dataset; level of theory: the ωB97M-V functional and the def2-TZVPD basis.

Properties
**E**: -5319.91943 Eh
**Highest occupied orbital energy**: -9.370 eV
**LUMO**: -2.156 eV

Each line ends with the Mulliken charge.
Cartesian coordinates (Å):
C 2.3321 2.1947 -2.3055  0.683
O 0.0149 -2.7799 1.6603  -0.596
H 4.6395 4.8316 -2.1833  0.445
C -0.7707 -0.6894 -3.8531  -0.662
C -0.7884 -7.0502 2.3809  -0.988
H -1.1970 -7.5659 3.1827  0.556
H 0.2427 -0.4382 -3.5030  0.573
H 3.3370 0.6065 -2.3959  0.152
C -5.0330 2.0943 1.0753  0.153
C -8.1894 2.7392 -2.0650  0.244
H -4.6129 -1.4486 -4.8073  0.499
C 3.1044 5.6323 1.8646  0.859
C -1.4159 -6.7670 1.1026  1.136
O 1.4731 -2.6212 -1.4332  0.716
C -0.5644 -1.9149 0.8113  -0.368
O -2.2012 1.2473 -1.3945  -0.491
O -6.2243 -0.8752 -2.5120  -0.588
C 0.6885 -5.7243 0.1598  -0.858
C -0.2663 0.3038 -0.4970  0.885
C -1.5715 0.2064 -0.8130  1.225
C 3.0673 -3.7974 -2.7573  1.324
H 2.0356 1.5562 1.0439  -0.633
C 3.4137 4.2648 1.7370  -0.555
C 1.0697 -1.1867 6.4423  0.789
O 4.5559 2.1674 -1.7021  -0.407
O -1.3342 -5.6257 -1.0084  -0.507
H 0.2007 2.4052 -2.3735  0.459
O 3.9664 6.4690 2.0441  -0.647
C -3.5900 -1.3081 -4.5623  -0.931
C 0.2757 -0.7545 0.3263  1.038
O 1.4507 7.3715 1.7953  -0.602
H -2.4496 -2.8493 0.8780  0.445
C -6.8071 2.8303 -2.1658  -0.974
C 0.4576 -6.5305 2.5470  0.142
O 2.4995 -5.8752 1.6517  -0.634
H -2.5134 0.4190 2.3730  0.225
O -3.1485 -3.5452 -3.6749  -0.662
O -10.2203 1.5547 -1.9304  -0.612
C 5.3192 -0.5483 -0.8616  1.325
C 4.3518 -4.5006 -2.7612  -1.415
C -2.7868 -2.2799 -3.9957  -0.125
C 1.1751 4.3547 -2.0168  0.762
C -8.3314 0.2162 -2.3794  -0.830
C 2.5531 5.0697 -2.3093  0.214
H 4.4459 3.9194 1.9469  0.465
H 2.9544 -2.7648 0.5888  0.771
C -3.5558 4.2490 2.4100  1.107
C 7.6162 0.0066 -0.0275  -0.989
H 1.0836 -2.7868 -2.3492  -0.226
C -7.0080 0.2633 -2.3718  0.328
O -5.0828 5.7567 1.5877  -0.618
O 2.2599 -3.6365 -3.6635  -0.606
O -3.0722 5.2113 2.9146  -0.705
O 7.2483 -0.4236 -2.3114  -0.657
C -3.6972 1.9158 1.8642  1.349
C 7.0717 0.2170 1.2774  0.862
H 3.6838 -0.5340 0.6153  0.124
C -1.5183 0.2275 -4.5235  -0.111
C 3.6647 4.3144 -2.2211  -0.781
C -1.3463 -1.9734 -3.5861  1.000
O -0.7686 -2.8038 -2.9161  -0.474
C -2.4052 -1.0806 -0.4749  0.973
O 0.2194 4.9878 -1.6374  -0.685
H -2.5069 -3.9063 -3.0669  0.349
C -0.2833 -0.4988 4.0377  0.491
H 6.5100 -0.7541 -2.8249  0.363
H 2.5843 0.5023 5.9269  0.405
C -0.5539 -1.7549 4.6819  -1.158
H -9.8481 3.4642 -1.8598  0.372
O -8.9745 3.8328 -1.9447  -0.585
C 0.9650 0.3293 4.5377  0.345
H -2.0712 2.6867 2.9657  0.267
C 1.3379 -6.0263 1.4175  0.937
H -5.2930 -0.5607 -2.4406  -0.005
O -3.3713 0.6662 1.9156  -0.475
H 1.1473 -5.1534 -0.6139  0.603
C 2.4800 3.3496 1.4553  0.321
O -2.5218 -7.1334 0.7904  -0.628
C 1.6479 6.0704 1.7280  0.206
H 0.6246 1.4690 3.0901  0.004
C 6.8359 -0.2923 -1.0812  0.209
C 5.5589 -0.0458 1.5217  0.090
C -5.5199 3.4620 1.0790  -1.339
C 4.7664 -0.3961 0.4483  -0.015
O -0.8830 -0.0742 3.0834  0.200
H -2.0168 1.8204 -5.3280  0.360
C 3.5996 2.8762 -2.0427  0.467
O 1.1468 -6.7328 3.6923  -0.593
O 0.1831 2.8335 1.3047  -0.399
H -8.8715 -0.6800 -2.3714  0.542
H -2.1755 -6.0719 -0.8493  0.397
H 4.6651 -5.0833 -3.5897  0.534
C 0.0696 -2.0365 5.8459  0.201
C -3.0380 2.8898 2.4860  -0.528
O 1.4153 -0.6915 0.8219  -0.211
C 5.1165 -4.3494 -1.6876  0.230
O 1.4784 -1.5220 7.5406  -0.622
C -1.8447 -1.9897 0.4862  -0.712
H 6.6015 -4.6830 -0.6549  0.428
O -3.4896 -1.1802 -1.0519  -0.440
C 0.6889 5.1502 1.4934  -1.180
H -4.4056 6.1371 2.1777  0.395
C 3.3667 -3.2307 -0.2943  0.330
O -5.4740 1.1826 0.4120  -0.598
O 5.5888 -3.6319 0.4935  -0.833
C 4.6902 -3.6883 -0.3518  0.590
H -0.3818 5.3928 1.3924  0.568
H -6.4657 3.7048 0.5845  0.583
O 2.7775 2.0846 1.3375  0.485
C 2.6250 -3.2048 -1.4354  -0.872
H 2.3521 7.6834 1.9784  0.343
C -4.8034 4.4927 1.6048  0.101
H 0.2278 -3.1472 7.4088  0.391
O 1.2804 1.4081 3.7989  -0.470
H 1.5448 6.5715 -2.4122  0.350
C -9.0482 1.4290 -2.1611  0.936
C 1.1624 2.9094 -2.2416  -0.481
C 1.6281 -0.0279 5.6522  -0.471
O 2.4668 0.9116 -2.5842  -0.505
O 5.1495 -0.0446 2.7406  -0.474
O -4.9623 1.4860 -2.4576  -0.387
C -0.6214 -6.0067 0.0842  0.022
O 2.5072 6.3941 -2.4817  -0.562
H -6.2166 3.7302 -2.0425  0.588
O 4.7528 -0.9501 -1.8801  -0.961
O -3.6431 0.8986 -5.2766  -0.752
H -1.3538 -2.2803 4.1570  0.480
C -3.0164 -0.0487 -4.8027  1.534
H 0.4059 1.1882 -0.6213  -1.567
O -1.2449 1.4268 -4.9465  -0.600
H -3.1203 0.9914 -1.5364  -0.272
O 6.2893 -4.9093 -1.5886  -0.661
H 0.9426 -2.4434 1.6787  0.216
H 5.8858 0.3124 3.2286  0.330
O -0.4077 -3.0169 6.6351  -0.573
C -6.1704 1.5732 -2.3194  0.746
O 7.7863 0.4580 2.2655  -0.672
C 1.0365 3.7473 1.3838  0.533
H 8.6810 0.1165 -0.1104  0.497
H 2.0266 -6.3096 3.6509  0.370